(1)
The molecule C3H3IN2O at a distorted geometry. Source: OMol25; level of theory: ωB97M-V/def2-TZVPD.

Atoms and positions in Å:
C  -0.069  1.324  -0.363
C  -0.123  -0.272  -0.177
I  0.806  2.721  0.830
N  -0.869  -0.580  -1.259
H  1.346  -0.665  1.166
O  -0.712  1.572  -1.475
H  -0.255  -1.072  1.762
N  -1.199  0.376  -1.993
H  0.619  -2.239  0.591
C  0.454  -1.164  0.918

## Properties
molecular weight	210.0	u
E_HOMO	-8.97	eV
LUMO	0.11	eV
SMILES	Cc1nnoc1I

(2)
The molecule C3H3IN2S at a distorted geometry. Source: OMol25; level of theory: ωB97M-V/def2-TZVPD.

Atoms and positions in Å:
H  2.762  -1.472  0.847
C  -1.473  0.940  0.127
H  -1.858  1.688  -0.626
C  -2.312  -0.092  0.088
H  2.630  -1.283  -0.926
S  0.813  0.674  1.288
N  2.215  -1.202  -0.029
I  -3.496  -0.427  -1.601
N  -0.523  1.481  0.863
C  1.244  -0.306  -0.032

## Properties
spin multiplicity	3
molecular weight	226.0	u
E_HOMO (alpha / beta)	-7.90 / -8.34	eV
LUMO (alpha / beta)	0.40 / -1.90	eV

(3)
A cluster of 2 separate species, C3H3IS in total at a distorted geometry. Source: OMol25; level of theory: ωB97M-V/def2-TZVPD.

Atoms and positions in Å:
H  -3.191  -0.737  -1.217
C  -2.147  -0.559  -1.294
H  1.041  -1.012  -0.328
C  -0.956  -0.681  -1.214
C  0.414  -0.540  -1.019
I  2.188  1.993  3.833
H  1.211  1.066  3.080
S  1.440  0.469  -1.841

## Properties
molecular weight	198.0	u
E_HOMO	-9.07	eV
LUMO	-1.23	eV
SMILES	C#CC=S.I

(4)
A structure of composition C3H3Li2MgO3 at a distorted geometry. Source: OMol25; level of theory: ωB97M-V/def2-TZVPD.

Atoms and positions in Å:
O  0.242  2.604  -1.261
H  -1.781  -0.766  -2.301
C  -1.069  -0.594  -0.356
Li  3.120  0.353  2.517
Li  0.358  -2.510  1.049
H  -1.932  -1.019  0.157
H  -0.040  -0.293  -2.208
O  1.423  0.518  1.649
C  -0.998  -0.325  -1.680
Mg  0.462  2.194  0.501
C  0.589  -0.375  1.360
O  -0.373  0.213  0.574

## Properties
molecular weight	125.2	u
E_HOMO (alpha / beta)	-9.18 / -9.18	eV
LUMO (alpha / beta)	-4.97 / -4.97	eV
charge	+1

Relative energy (zero: lowest compared OMol25 entry of this formula, charge and spin) values, unit kJ/mol, following the record order: 221.40; 214.51; 88.49; 224.74.